Computed, not measured: a structure of composition C35H29ClIrN4O2S, with wB97M-V/def2-TZVPD.

Atoms and positions in Å:
Ir: -0.3252 1.3499 0.5735
C: -0.5126 -4.5740 -2.0712
O: 0.8893 -4.3662 -2.0004
C: 1.4545 -4.2883 -0.7702
C: 2.8486 -4.2324 -0.7406
C: 3.5112 -4.1475 0.4669
C: 2.7959 -4.0560 1.6580
C: 1.4152 -4.1616 1.6342
C: 0.7399 -4.2843 0.4251
N: 3.5808 -3.9326 2.8647
N: 3.3892 -3.0075 3.6681
C: 2.3697 -2.0206 3.3890
C: 1.2905 -1.8897 4.2221
C: 0.2363 -1.0036 3.9378
C: 0.2639 -0.2269 2.7979
O: -0.7008 0.5953 2.4176
C: 1.4257 -0.3057 1.9893
N: 1.4302 0.4933 0.8751
C: 2.4852 0.5364 0.0857
C: 3.6251 -0.2321 0.3539
C: 3.6286 -1.0853 1.4243
C: 2.5046 -1.1565 2.2780
H: -0.7548 -4.6290 -3.1285
H: -1.0600 -3.7431 -1.6189
H: -0.7960 -5.5099 -1.5844
H: 3.3905 -4.2917 -1.6753
H: 4.5938 -4.1422 0.5019
H: 0.8484 -4.1589 2.5545
H: -0.3356 -4.3866 0.4332
H: 1.2284 -2.5233 5.0982
H: -0.6180 -0.9398 4.5982
H: 2.4217 1.1884 -0.7745
H: 4.4765 -0.1538 -0.3062
H: 4.4939 -1.7014 1.6289
Cl: -0.3043 -0.9694 -5.9923
C: -0.5336 -0.8431 -4.2805
C: -1.7382 -0.3664 -3.7843
C: -1.9161 -0.2646 -2.4136
C: -0.9041 -0.6287 -1.5273
C: -1.0540 -0.4561 -0.0571
C: 0.2887 -1.1278 -2.0527
C: 0.4815 -1.2373 -3.4209
H: -2.5282 -0.0909 -4.4701
H: -2.8617 0.0970 -2.0266
H: -0.4883 -1.2192 0.4834
H: -2.0895 -0.5006 0.2829
H: 1.0724 -1.4594 -1.3787
H: 1.4016 -1.6402 -3.8220
N: 0.1393 2.2342 -1.2585
S: -0.7962 3.5195 -1.5519
C: -2.4496 2.9585 -1.1465
C: -2.6509 2.2517 0.0282
C: -3.8761 1.6700 0.2927
C: -4.9073 1.8056 -0.6335
C: -4.7015 2.5050 -1.8124
C: -3.4614 3.0796 -2.0805
C: -0.4750 4.5029 -0.0896
C: -1.4316 5.4016 0.3606
C: -1.1686 6.1404 1.5023
C: 0.0320 5.9757 2.1828
C: 0.9840 5.0847 1.7134
C: 0.7414 4.3442 0.5623
H: 0.2386 1.7221 -2.1298
H: -1.9458 2.2561 0.8827
H: -4.0265 1.1270 1.2164
H: -5.8719 1.3600 -0.4316
H: -5.5028 2.6027 -2.5321
H: -3.2870 3.6086 -3.0090
H: -2.3757 5.5156 -0.1572
H: -1.9079 6.8408 1.8661
H: 0.2253 6.5489 3.0792
H: 1.9240 4.9661 2.2349
H: 1.4904 3.6726 0.1648

Spin multiplicity = 1
Gap between HOMO and LUMO = 6.475 eV
Relative energy (zero: lowest compared OMol25 entry of this formula, charge and spin) = 1.8 kcal per mole
LUMO = -3.6 eV
Molar mass = 797.380 g/mol
E = -2683.0627 Eh
Total charge = +1

---

Computed, not measured: an isolated molecule of C3H3BrO at a distorted geometry, with wB97M-V/def2-TZVPD.

Atoms and positions in Å:
C: -1.5449 1.3258 -0.2838
C: -0.6812 0.5246 -0.1931
C: 0.7431 -0.3605 -0.2155
O: 0.3913 -1.6185 0.2586
Br: 2.0689 0.7981 0.5668
H: -2.5157 1.8355 -0.0872
H: 0.9793 -0.5552 -1.2459
H: 0.5591 -1.9497 1.2002

Spin multiplicity = 1
Gap between HOMO and LUMO = 10.912 eV
Relative energy (zero: lowest compared OMol25 entry of this formula, charge and spin) = 55.4 kcal per mole
LUMO = 0.7 eV
Molar mass = 134.960 g/mol
E = -2765.2443 Eh
Structure (SMILES) = C#C[C@H](O)Br
Total charge = 0

---

Computed, not measured: a structure of composition C6H8F18HfO22S6 at a distorted geometry, with wB97M-V/def2-TZVPD.

Atoms and positions in Å:
Hf: -9.7553 -17.2244 -23.1733
C: -6.0789 -19.3217 -25.4093
F: -5.4675 -18.9519 -26.5384
F: -7.3488 -19.5858 -25.6942
F: -5.4849 -20.3942 -24.8950
S: -6.0574 -17.8234 -24.1350
O: -5.3828 -16.6884 -24.7668
O: -7.4855 -17.6340 -23.7998
O: -5.3658 -18.3599 -22.9945
C: -9.3293 -13.3907 -25.8777
F: -9.2459 -14.3039 -26.8592
F: -8.8755 -12.2167 -26.2845
F: -10.6280 -13.2544 -25.5773
S: -8.3381 -14.0879 -24.4364
O: -8.8256 -15.4775 -24.2554
O: -6.9232 -14.0195 -24.7892
O: -8.5844 -13.1613 -23.3278
C: -8.3124 -21.7912 -21.8034
F: -9.6071 -22.0082 -22.0861
F: -7.8691 -22.7452 -21.0167
F: -7.6310 -21.7307 -22.9481
S: -8.3210 -20.0704 -20.9530
O: -9.2702 -20.1900 -19.8491
O: -6.9506 -19.9460 -20.4857
O: -8.7890 -19.0402 -21.9176
C: -13.6769 -18.7118 -21.1054
F: -13.9924 -18.0436 -19.9797
F: -12.5926 -19.4541 -20.9082
F: -14.6525 -19.5586 -21.3701
S: -13.4498 -17.5299 -22.5903
O: -13.9765 -16.2190 -22.3086
O: -11.9693 -17.4221 -22.7261
O: -14.0697 -18.1902 -23.7320
C: -10.2923 -21.2245 -25.7846
F: -11.0496 -21.9955 -26.5801
F: -9.5278 -21.9745 -25.0023
F: -9.5108 -20.5020 -26.5774
S: -11.4050 -20.0291 -24.8043
O: -12.4263 -20.7776 -24.1222
O: -10.4735 -19.2954 -23.9299
O: -11.8928 -19.0736 -25.8099
C: -7.6566 -14.2779 -19.8135
F: -6.6004 -13.9781 -19.0390
F: -8.5836 -14.7808 -18.9922
F: -8.0891 -13.2003 -20.4429
S: -7.1343 -15.6942 -21.0223
O: -6.5546 -16.7213 -20.1966
O: -8.4106 -16.0930 -21.6431
O: -6.2158 -15.0981 -21.9806
O: -9.2954 -17.6790 -25.6789
H: -10.0325 -17.6563 -26.3001
H: -8.5050 -17.5692 -26.2188
O: -10.6675 -15.0791 -22.4014
H: -11.2866 -14.6041 -22.9638
H: -10.4766 -14.4778 -21.6736
O: -11.3457 -16.1241 -24.9280
H: -11.4535 -16.3302 -25.8608
H: -12.0920 -15.5536 -24.7134
O: -10.4162 -17.4016 -20.7489
H: -11.0643 -16.7954 -20.3752
H: -9.9273 -17.7560 -19.9918

Spin multiplicity = 1
Gap between HOMO and LUMO = 8.164 eV
Relative energy (zero: lowest compared OMol25 entry of this formula, charge and spin) = 33.1 kcal per mole
LUMO = 3.7 eV
Molar mass = 1144.964 g/mol
E = -6123.8308 Eh
Total charge = -2

---

Computed, not measured: an isolated molecule of C2H3IN2OS at a distorted geometry, with wB97M-V/def2-TZVPD.

Atoms and positions in Å:
C: -0.6692 -0.4533 -0.0027
C: 1.5156 -1.3236 -0.4621
N: -0.2403 0.7497 0.2859
N: 0.1749 -1.5188 -0.3187
O: 2.1823 -0.3423 -0.4812
S: -2.2677 -0.6420 0.2028
I: 2.5828 -3.2744 -0.5094
H: 0.7078 0.9205 0.4572
H: -0.9305 1.3398 0.7818
H: -0.1538 -2.4673 -0.7321

Spin multiplicity = 1
Gap between HOMO and LUMO = 8.776 eV
Relative energy (zero: lowest compared OMol25 entry of this formula, charge and spin) = 0.0 kcal per mole
LUMO = -0.1 eV
Molar mass = 230.030 g/mol
E = -958.6543 Eh
Structure (SMILES) = NC(=S)NC(=O)I
Total charge = 0

---

Question: What is the E in the third record?
Answer: -6123.8308 Eh

---

Question: Which value of molar mass does entry 1 give?
Answer: 797.380 g/mol

---

Question: What is the formula in the fourth record?
Answer: C2H3IN2OS

---

Question: What is the spin multiplicity in the fourth record?
Answer: 1